Entry 1:
{"formula": "C4H8O2", "method": "ωB97M-V/def2-TZVPD", "total_energy_ev": -8371.907, "homo_energy_ev": -9.9, "fmax_ev_per_a": 1.0, "gap_ev": 10.84, "smiles": "O[C@H]1CCOC1", "e_lumo_ev": 0.94, "relative_energy_kcal_mol": 31.7, "elements": ["O", "C", "C", "C", "O", "C", "H", "H", "H", "H", "H", "H", "H", "H"], "positions_angstrom": [[-1.124, -1.369, -0.792], [0.061, -1.001, -0.112], [0.768, 0.152, -0.818], [0.028, 1.380, -0.227], [-0.766, 0.906, 0.882], [-0.243, -0.388, 1.219], [-1.792, -0.704, -0.560], [0.652, -1.880, 0.159], [0.698, 0.071, -1.907], [1.823, 0.193, -0.533], [-0.631, 1.860, -0.962], [0.763, 2.123, 0.108], [0.687, -0.283, 1.796], [-0.930, -1.065, 1.751]], "forces_ev_per_angstrom": [[-0.14, -0.03, 0.15], [0.39, -0.11, 0.31], [0.08, -0.03, 0.01], [0.18, 0.02, -0.23], [0.01, -0.29, 0.01], [-0.07, 0.23, 0.12], [0.16, -0.19, -0.12], [0.09, -0.19, -0.96], [-0.03, 0.04, 0.25], [-0.08, -0.10, -0.08], [0.01, -0.13, 0.30], [-0.28, -0.07, 0.11], [-0.14, -0.02, 0.06], [-0.17, 0.88, 0.06]]}

***

Entry 2:
{"formula": "CH7I2N5", "method": "ωB97M-V/def2-TZVPD", "total_energy_ev": -24780.475, "homo_energy_ev": -15.5, "fmax_ev_per_a": 3.1, "gap_ev": 5.62, "charge": 2, "e_lumo_ev": -9.87, "relative_energy_kcal_mol": 1.8, "elements": ["C", "N", "N", "N", "N", "N", "I", "I", "H", "H", "H", "H", "H", "H", "H"], "positions_angstrom": [[-0.591, -0.795, -0.306], [0.361, -1.471, 0.197], [-1.884, -1.182, -0.304], [-0.521, 0.557, -0.805], [-1.129, 1.554, 0.195], [1.525, -1.803, 0.262], [5.847, 0.912, 0.248], [3.200, 0.656, 0.377], [-2.489, -0.758, -0.986], [-2.249, -2.159, -0.127], [0.259, 1.134, -1.164], [-1.816, 2.026, -0.459], [-1.776, 1.074, 0.897], [-0.574, 2.329, 0.773], [1.838, -2.075, 1.203]], "forces_ev_per_angstrom": [[-0.65, 0.57, -0.97], [0.34, 0.46, 0.81], [-0.92, -1.87, 0.12], [0.15, 2.10, 2.31], [-2.02, 0.65, 0.04], [0.30, -0.39, -1.10], [-0.19, -0.09, -0.02], [-0.01, 0.01, 0.05], [0.12, 0.36, -0.36], [1.22, 1.31, 0.25], [0.36, -1.69, 0.05], [0.84, 0.14, 1.12], [1.11, 0.29, -0.95], [-0.50, -2.09, -1.71], [-0.15, 0.24, 0.34]]}

***

Entry 3:
{"formula": "C4H12S", "method": "ωB97M-V/def2-TZVPD", "total_energy_ev": -15177.461, "homo_energy_ev": -8.5, "fmax_ev_per_a": 1.0, "gap_ev": 9.35, "smiles": "CSC.CC", "e_lumo_ev": 0.88, "relative_energy_kcal_mol": 5.6, "elements": ["C", "S", "C", "H", "H", "H", "H", "H", "H", "C", "C", "H", "H", "H", "H", "H", "H"], "positions_angstrom": [[-0.006, -2.225, 0.339], [1.592, -1.483, 0.623], [2.219, -1.130, -1.022], [-0.472, -1.902, -0.599], [0.083, -3.300, 0.242], [-0.667, -1.985, 1.160], [3.173, -0.662, -0.819], [1.622, -0.464, -1.654], [2.399, -2.054, -1.568], [-1.974, 3.110, 0.540], [-2.801, 2.916, -0.732], [-1.007, 2.635, 0.418], [-1.825, 4.163, 0.777], [-2.376, 2.666, 1.450], [-2.163, 2.879, -1.603], [-3.540, 3.700, -0.865], [-3.324, 1.954, -0.717]], "forces_ev_per_angstrom": [[-0.29, -0.37, -0.84], [0.09, 0.56, 0.27], [-0.06, -0.37, -0.24], [0.13, 0.33, 0.23], [0.00, -0.31, 0.19], [-0.08, 0.06, 0.18], [0.27, 0.15, -0.15], [-0.11, -0.03, 0.41], [0.05, -0.01, -0.06], [0.17, -0.01, 0.10], [-0.24, -0.49, 0.49], [0.30, 0.08, 0.00], [0.17, 0.05, -0.16], [-0.45, -0.08, -0.14], [0.18, 0.23, -0.27], [-0.10, 0.05, -0.05], [-0.02, 0.15, 0.04]]}

***

Entry 4:
{"formula": "C16H19N3O7S2", "method": "ωB97M-V/def2-TZVPD", "total_energy_ev": -57370.324, "homo_energy_ev": -9.1, "fmax_ev_per_a": 1.1, "gap_ev": 7.83, "smiles": "CCN(CC)S(=O)(=O)c1ccc(NS(=O)(=O)c2ccc(O)c([N+](=O)[O-])c2)cc1", "e_lumo_ev": -1.23, "elements": ["C", "C", "N", "C", "C", "S", "O", "O", "C", "C", "C", "C", "N", "S", "O", "O", "C", "C", "C", "C", "O", "C", "N", "O", "O", "C", "C", "C", "H", "H", "H", "H", "H", "H", "H", "H", "H", "H", "H", "H", "H", "H", "H", "H", "H", "H", "H"], "positions_angstrom": [[-3.272, -1.546, -2.494], [-3.658, -0.159, -3.007], [-2.567, 0.783, -3.093], [-1.401, 0.461, -3.883], [-1.732, 0.333, -5.367], [-2.344, 1.776, -1.785], [-1.358, 2.751, -2.145], [-3.636, 2.222, -1.353], [-1.656, 0.745, -0.486], [-0.327, 0.370, -0.540], [0.197, -0.456, 0.437], [-0.615, -0.904, 1.479], [-0.098, -1.706, 2.479], [1.447, -2.341, 2.587], [1.389, -3.201, 3.726], [1.877, -2.855, 1.327], [2.419, -0.894, 2.995], [2.207, -0.267, 4.219], [2.940, 0.844, 4.558], [3.912, 1.366, 3.685], [4.579, 2.437, 4.075], [4.112, 0.709, 2.451], [5.079, 1.172, 1.504], [5.178, 0.594, 0.450], [5.761, 2.143, 1.817], [3.362, -0.422, 2.120], [-1.956, -0.514, 1.524], [-2.472, 0.306, 0.540], [-2.765, -1.479, -1.534], [-4.171, -2.145, -2.371], [-2.618, -2.054, -3.198], [-4.382, 0.305, -2.337], [-4.118, -0.248, -3.996], [-0.717, 1.297, -3.735], [-0.918, -0.459, -3.525], [-2.345, -0.543, -5.559], [-2.266, 1.217, -5.703], [-0.811, 0.241, -5.936], [0.292, 0.740, -1.341], [1.222, -0.781, 0.386], [-0.734, -2.041, 3.183], [1.475, -0.680, 4.894], [2.800, 1.348, 5.500], [5.237, 2.694, 3.382], [3.542, -0.926, 1.182], [-2.584, -0.859, 2.332], [-3.502, 0.625, 0.555]], "forces_ev_per_angstrom": [[0.00, 0.24, -0.14], [-0.46, -0.40, 0.20], [0.11, 0.85, 0.69], [0.48, 0.04, -0.30], [0.00, 0.00, 0.34], [0.02, -0.03, -0.04], [0.22, -0.24, -0.03], [-0.04, -0.31, 0.13], [-0.32, 0.47, -0.47], [0.06, 0.01, 0.03], [-0.13, 0.04, -0.09], [0.01, 0.45, -0.63], [0.56, -0.64, 0.40], [-0.31, 0.43, 0.27], [-0.11, 0.15, 0.20], [0.01, 0.31, -0.11], [-0.19, -0.57, -0.38], [0.14, 0.22, 0.14], [0.04, -0.01, -0.10], [0.05, -0.29, -0.47], [0.26, 0.38, 0.09], [-0.76, -0.38, 0.74], [0.07, -0.03, -0.21], [0.14, -0.01, -0.22], [0.32, 0.32, -0.06], [0.14, 0.05, -0.12], [0.18, -0.10, 0.03], [-0.04, 0.01, 0.05], [0.03, -0.08, 0.06], [-0.06, -0.10, 0.01], [0.08, -0.12, -0.03], [-0.16, -0.17, -0.20], [-0.01, 0.09, 0.09], [0.11, -0.21, -0.13], [0.01, 0.08, -0.01], [-0.07, -0.09, -0.10], [-0.05, 0.09, -0.07], [0.06, -0.05, -0.08], [0.17, 0.02, -0.08], [0.09, 0.06, -0.13], [0.11, -0.17, 0.15], [-0.10, 0.04, 0.18], [-0.03, 0.04, 0.10], [-0.39, -0.34, 0.17], [0.02, 0.03, -0.05], [-0.10, -0.02, 0.10], [-0.13, 0.00, 0.09]]}